Density functional theory data (ωB97M-V/def2-TZVPD) for a 9-piece molecular cluster, C49H124N8O9S overall.

Summary:
**Orbital gap (alpha / beta)**: 0.0654 / 0.3551 Eh

Geometry as ORCA input:
```
! RIJCOSX wB97M-V def2-TZVPD def2/J DEFGRID3
* xyz 5 2
S -0.84577 -0.31094 -0.43705
O -1.52769 0.05541 0.82624
O 0.23513 0.66955 -0.59027
O -0.33323 -1.69898 -0.44211
O -1.80648 -0.12164 -1.51270
C 5.04984 3.50656 6.47349
C 4.72588 3.06767 5.02105
C 4.53679 4.26470 4.05295
N 4.56880 3.84433 2.55531
C 6.01465 3.45808 2.15509
C 3.93751 4.96583 1.68587
C 3.57018 4.29081 0.30558
C 3.34092 2.86053 0.65061
C 3.48714 2.78566 2.20000
H 4.27704 3.77359 7.19429
H 5.74598 4.34346 6.52900
H 5.48646 2.61319 6.91999
H 3.81992 2.46201 5.04390
H 5.62364 2.52991 4.71619
H 5.34800 4.98665 4.14688
H 3.63268 4.83647 4.26217
H 6.00166 3.41582 1.06599
H 6.21370 2.48484 2.60372
H 6.57176 4.34456 2.45824
H 4.65722 5.77433 1.55763
H 3.00367 5.28003 2.15203
H 4.33948 4.53644 -0.42651
H 2.59658 4.61337 -0.06342
H 4.13777 2.27585 0.19096
H 2.43795 2.43250 0.21524
H 3.69028 1.81256 2.64711
H 2.56347 3.20501 2.59884
C 3.40231 -1.34081 0.02516
C 3.24420 -0.92195 -1.40167
C 4.08620 -1.68818 -2.43799
N 4.39372 -0.89494 -3.70669
C 3.04931 -0.41986 -4.37484
C 5.10405 -1.78282 -4.76683
C 6.60145 -1.83344 -4.39795
C 6.76534 -0.39321 -3.85401
C 5.42471 0.23847 -3.55499
H 2.97656 -2.31846 0.25105
H 2.86148 -0.56442 0.56630
H 4.39115 -1.35425 0.48357
H 3.59873 0.09813 -1.54945
H 2.19983 -0.85220 -1.70581
H 3.60869 -2.62099 -2.73792
H 5.08785 -1.83382 -2.03356
H 3.30714 0.06596 -5.31591
H 2.69551 0.37881 -3.72288
H 2.34698 -1.25201 -4.42329
H 4.93435 -1.27513 -5.71634
H 4.62311 -2.75621 -4.86330
H 7.14449 -2.04458 -5.31915
H 6.83475 -2.61806 -3.67819
H 7.31713 0.21740 -4.56870
H 7.35485 -0.40702 -2.93728
H 5.20238 1.02363 -4.27762
H 5.35732 0.58777 -2.52468
C -0.21038 1.33135 4.58594
C 0.46299 0.14491 4.07534
C -0.31753 -1.16340 4.42296
N 0.35966 -2.49635 3.88670
C 1.87198 -2.72532 4.26317
C 0.28749 -2.78659 2.33128
C 0.25923 -4.32582 2.20650
C -0.22854 -4.84885 3.50593
C -0.46727 -3.68551 4.41444
H 0.33460 2.24724 4.35735
H -0.36434 1.33022 5.66501
H -1.16954 1.43490 4.07861
H 1.48752 0.11837 4.44646
H 0.58359 0.36899 3.01546
H -1.25289 -1.01751 3.88268
H -0.40446 -1.19871 5.50892
H 2.38995 -1.80078 4.00814
H 2.25763 -3.58342 3.71267
H 1.87969 -2.73900 5.35306
H 1.12880 -2.30241 1.83543
H -0.68594 -2.44582 1.97857
H 1.21630 -4.77801 1.94642
H -0.33073 -4.61257 1.33597
H 0.53613 -5.53539 3.86929
H -1.00833 -5.61007 3.48209
H -0.34992 -3.87687 5.48108
H -1.50474 -3.35473 4.36608
C -6.13857 1.03832 4.71928
N -6.55390 0.86067 3.28749
C -8.10055 0.68503 3.24127
C -6.24508 2.13966 2.52502
C -5.89218 -0.39774 2.55149
C -4.35552 -0.39910 2.55475
O -3.83921 0.59475 1.68504
H -6.40666 0.15386 5.29717
H -6.70763 1.85906 5.15590
H -5.05555 1.13670 4.79335
H -8.33175 0.61886 2.17812
H -8.49988 1.58421 3.71043
H -8.36033 -0.30138 3.62546
H -5.17273 2.31445 2.61218
H -6.75273 2.99596 2.96901
H -6.58892 2.11827 1.49089
H -6.39793 -0.38921 1.58597
H -6.23330 -1.29283 3.07163
H -3.95567 -1.39550 2.36659
H -3.88837 -0.09742 3.49222
H -2.95035 0.29827 1.47612
C 0.64269 3.24288 -3.00768
N -0.58765 2.72108 -3.76810
C -0.78125 3.63937 -4.94155
C -0.18939 1.38416 -4.33040
C -1.68634 2.70169 -2.66838
C -3.11743 2.29922 -3.14607
O -3.13066 0.89974 -3.56349
H 0.86468 2.51402 -2.22820
H 0.43378 4.21502 -2.56116
H 1.49934 3.39757 -3.66368
H 0.12254 3.50535 -5.53593
H -0.80039 4.67616 -4.60571
H -1.70935 3.37152 -5.44651
H 0.79550 1.43589 -4.79452
H -1.02617 1.02041 -4.92672
H -0.00271 0.82282 -3.41489
H -1.87035 3.71090 -2.29995
H -1.23930 2.09398 -1.88165
H -3.53933 2.97708 -3.88810
H -3.86178 2.27139 -2.35030
H -2.81104 0.41510 -2.79891
C -1.80837 6.79141 2.07468
N -1.53636 5.57238 1.11538
C -2.87692 5.24242 0.36611
C -0.45503 6.12906 0.11000
C -1.12064 4.36985 1.96183
C -0.96814 2.99267 1.19218
O -0.04724 3.06572 0.14561
H -2.11141 7.60565 1.41643
H -0.88084 7.08292 2.56745
H -2.66720 6.61626 2.72263
H -2.59571 4.48188 -0.36231
H -3.30578 6.15845 -0.04021
H -3.54235 4.90977 1.16276
H 0.44817 6.22391 0.71278
H -0.80967 7.05584 -0.34101
H -0.31385 5.36431 -0.65376
H -1.85645 4.29697 2.76268
H -0.26156 4.73313 2.52584
H -1.92369 2.48891 1.04646
H -0.53347 2.23524 1.84447
H 0.03891 2.13803 -0.08586
C -3.16372 -3.62217 0.05205
N -3.92063 -3.19567 -1.24534
C -4.98250 -4.35593 -1.45912
C -4.59798 -1.83620 -0.90586
C -3.00833 -3.09001 -2.46611
C -3.65907 -2.66397 -3.85005
O -4.80259 -3.45878 -4.14205
H -2.40533 -2.87434 0.28378
H -2.63460 -4.55291 -0.15253
H -3.85200 -3.98946 0.81328
H -4.43668 -5.19037 -1.89947
H -5.84868 -4.01852 -2.02833
H -5.41069 -4.56348 -0.47847
H -5.24148 -1.52084 -1.72717
H -3.75809 -1.17298 -0.69896
H -5.15339 -2.04286 0.00897
H -2.60781 -4.09929 -2.56111
H -2.21777 -2.36686 -2.26570
H -2.92060 -2.80831 -4.63868
H -3.82703 -1.59052 -3.93731
H -4.49746 -4.34838 -4.33468
C 1.69431 -7.04326 -4.47146
N 0.81577 -6.24360 -3.53222
C -0.59006 -6.28507 -4.15703
C 0.76601 -6.82260 -2.11743
C 1.38579 -4.75770 -3.50089
C 0.53138 -3.57257 -2.93180
O -0.09363 -3.88888 -1.69784
H 1.61564 -8.12200 -4.33639
H 2.67661 -6.80423 -4.06398
H 1.64258 -6.63338 -5.48014
H -0.48709 -5.87532 -5.16182
H -1.27417 -5.65745 -3.58590
H -0.97446 -7.30493 -4.17147
H 0.07508 -6.36676 -1.40825
H 1.77848 -6.85682 -1.71513
H 0.38189 -7.83618 -2.23234
H 1.71256 -4.52757 -4.51497
H 2.31850 -4.71783 -2.93825
H -0.33263 -3.30471 -3.53995
H 1.21958 -2.74330 -2.76809
H -0.14218 -3.15383 -1.08227
*
```

Mulliken population analysis, charges in e, atoms 1 to 99: atom 1 (S): 0.923, atom 2 (O): -0.211, atom 3 (O): -1.638, atom 4 (O): -0.805, atom 5 (O): -1.160, atom 6 (C): -1.418, atom 7 (C): 0.199, atom 8 (C): -0.884, atom 9 (N): 1.005, atom 10 (C): -1.031, atom 11 (C): -0.993, atom 12 (C): -0.307, atom 13 (C): 1.459, atom 14 (C): -0.711, atom 15 (H): 0.369, atom 16 (H): 0.374, atom 17 (H): 0.367, atom 18 (H): -0.083, atom 19 (H): 0.221, atom 20 (H): 0.514, atom 21 (H): 0.359, atom 22 (H): 0.426, atom 23 (H): 0.343, atom 24 (H): 0.291, atom 25 (H): 0.410, atom 26 (H): 0.262, atom 27 (H): 0.473, atom 28 (H): -0.137, atom 29 (H): 0.016, atom 30 (H): -1.108, atom 31 (H): 0.382, atom 32 (H): -0.247, atom 33 (C): -1.683, atom 34 (C): 1.815, atom 35 (C): -0.665, atom 36 (N): 0.341, atom 37 (C): -1.265, atom 38 (C): -0.553, atom 39 (C): -0.616, atom 40 (C): -0.737, atom 41 (C): -0.267, atom 42 (H): 0.313, atom 43 (H): 0.126, atom 44 (H): 0.593, atom 45 (H): -0.043, atom 46 (H): -0.662, atom 47 (H): -0.325, atom 48 (H): 0.643, atom 49 (H): 0.659, atom 50 (H): 0.504, atom 51 (H): 0.267, atom 52 (H): 0.530, atom 53 (H): 0.323, atom 54 (H): 0.413, atom 55 (H): 0.315, atom 56 (H): 0.351, atom 57 (H): 0.365, atom 58 (H): 0.410, atom 59 (H): -0.020, atom 60 (C): -1.394, atom 61 (C): 0.586, atom 62 (C): -0.571, atom 63 (N): 0.381, atom 64 (C): -0.950, atom 65 (C): 1.121, atom 66 (C): -0.339, atom 67 (C): -0.808, atom 68 (C): -0.772, atom 69 (H): 0.285, atom 70 (H): 0.600, atom 71 (H): -0.049, atom 72 (H): 0.303, atom 73 (H): -0.271, atom 74 (H): -0.138, atom 75 (H): 0.579, atom 76 (H): 0.269, atom 77 (H): 0.400, atom 78 (H): 0.374, atom 79 (H): -0.018, atom 80 (H): -1.155, atom 81 (H): 0.491, atom 82 (H): -0.046, atom 83 (H): 0.387, atom 84 (H): 0.401, atom 85 (H): 0.534, atom 86 (H): 0.373, atom 87 (C): -0.784, atom 88 (N): -0.008, atom 89 (C): -0.788, atom 90 (C): -0.994, atom 91 (C): -1.056, atom 92 (C): 0.227, atom 93 (O): -0.250, atom 94 (H): 0.388, atom 95 (H): 0.390, atom 96 (H): 0.298, atom 97 (H): 0.393, atom 98 (H): 0.405, atom 99 (H): 0.353